Formula: C5H16O2
Source: OMol25
Level of theory: ωB97M-V with the def2-TZVPD basis set

Element x y z (Å)
1 C 0.42032 1.69141 0.94311
2 C -0.84872 0.84758 0.80541
3 C -0.70636 -0.61977 1.23185
4 C -1.99531 -1.38602 0.92528
5 C 0.44869 -1.32024 0.51417
6 H 1.10418 1.32424 0.16194
7 H 1.01102 1.55622 1.85359
8 H 0.34924 2.75803 0.74088
9 H -1.14708 0.95656 -0.24928
10 H -1.67534 1.26690 1.36935
11 H -0.58325 -0.47597 2.31083
12 H -1.94684 -2.37798 1.37678
13 H -2.84928 -0.85567 1.36260
14 H -2.21879 -1.46554 -0.13962
15 H 1.40416 -0.97742 0.91546
16 H 0.38142 -2.40183 0.48077
17 H 0.43329 -0.94156 -0.51295
18 H 0.28562 -0.37129 -3.76169
19 H -0.39212 -0.14230 -2.43074
20 O 0.38178 0.07791 -2.93344
21 H 2.20246 0.42912 -1.92495
22 H 3.15701 1.57627 -1.78146
23 O 2.78393 0.85137 -1.25788

Lowest unoccupied orbital energy in eV: 0.52
HOMO in eV: -10.6
Orbital gap in eV: 11.12
Charge: 0
SMILES string: CCC(C)C.O.O
Energy in eV: -9539.4890
F_max in hartree/bohr: 0.0302
ΔE to the lowest compared entry with this formula, charge and spin in kcal per mole: 7.9